{"formula": "C30H70Br9NO17P4", "method": "ωB97M-V/def2-TZVPD", "elements": ["Br", "Br", "Br", "Br", "Br", "Br", "Br", "Br", "Br", "P", "P", "P", "P", "O", "O", "O", "O", "O", "O", "O", "O", "O", "O", "O", "O", "O", "O", "O", "O", "O", "N", "C", "C", "C", "C", "C", "C", "C", "C", "C", "C", "C", "C", "C", "C", "C", "C", "C", "C", "C", "C", "C", "C", "C", "C", "C", "C", "C", "C", "C", "C", "H", "H", "H", "H", "H", "H", "H", "H", "H", "H", "H", "H", "H", "H", "H", "H", "H", "H", "H", "H", "H", "H", "H", "H", "H", "H", "H", "H", "H", "H", "H", "H", "H", "H", "H", "H", "H", "H", "H", "H", "H", "H", "H", "H", "H", "H", "H", "H", "H", "H", "H", "H", "H", "H", "H", "H", "H", "H", "H", "H", "H", "H", "H", "H", "H", "H", "H", "H", "H", "H"], "coordinates": [[-23.21486, 19.41823, 17.38769], [-15.91143, 15.04947, 16.76579], [-20.10164, 10.81833, 15.04353], [-18.56771, 8.33484, 16.72808], [-22.00391, 19.53767, 14.25590], [-20.58584, 21.03588, 16.75729], [-14.14118, 16.58645, 14.46763], [-17.37536, 16.64715, 14.30186], [-19.75165, 10.92101, 18.23244], [-11.24418, 11.03070, 12.32343], [-13.39204, 21.84040, 19.67020], [-9.18571, 13.46428, 4.92614], [-7.28558, 19.78511, 12.52406], [-11.83545, 22.14301, 19.61456], [-13.70154, 20.39625, 19.50738], [-8.35552, 20.80226, 13.20146], [-10.83822, 12.44075, 12.43345], [-7.68625, 13.95289, 5.36236], [-10.40737, 10.19231, 11.18222], [-9.22733, 14.06277, 3.39694], [-7.73399, 18.98495, 11.35787], [-10.08719, 14.50833, 5.72286], [-13.84971, 22.50000, 21.11344], [-14.01894, 22.89677, 18.59047], [-11.65098, 13.93224, 20.81092], [-11.10361, 10.16897, 13.66669], [-12.80398, 10.74964, 11.96701], [-9.57899, 12.03334, 5.07491], [-6.06325, 20.78845, 12.17022], [-6.61051, 18.92582, 13.78200], [-12.58057, 14.26901, 22.87984], [-11.03574, 15.64766, 7.51724], [-11.28824, 23.48001, 19.51371], [-10.00076, 14.63935, 7.08054], [-14.17004, 24.11294, 16.59421], [-11.22667, 10.73364, 14.95536], [-18.87504, 10.30625, 16.62008], [-21.66627, 19.45254, 16.23543], [-11.66670, 8.30400, 10.34539], [-9.22782, 21.73696, 12.49596], [-4.01334, 19.72466, 11.85872], [-14.46399, 21.76099, 22.14125], [-6.57046, 13.02896, 5.36525], [-13.78603, 11.79520, 11.82557], [-13.74955, 14.84305, 23.51081], [-13.93469, 22.67524, 17.21792], [-10.52187, 21.12564, 11.89054], [-9.81470, 12.40230, 1.88687], [-15.01721, 11.26566, 11.00184], [-8.62771, 18.48649, 15.18916], [-6.23845, 12.84847, 6.86595], [-10.42614, 23.87428, 20.70251], [-10.29877, 13.74628, 2.54659], [-11.00573, 9.64904, 10.02976], [-11.87353, 13.26055, 23.62094], [-5.15818, 20.36400, 11.10439], [-12.52947, 10.19523, 15.53905], [-15.81854, 16.59840, 15.49987], [-7.39861, 17.91747, 14.40415], [-12.42560, 14.50759, 21.55290], [-13.96972, 22.18210, 23.47850], [-12.89215, 22.02092, 23.50963], [-12.63054, 12.57648, 24.00444], [-14.13615, 11.99972, 12.83734], [-6.22762, 13.79246, 7.41080], [-9.36346, 17.69575, 15.33582], [-15.53716, 21.92937, 22.23103], [-8.37890, 18.82562, 16.19473], [-11.45271, 21.40567, 12.38371], [-5.48660, 19.63216, 10.36639], [-10.09586, 13.66596, 7.56176], [-12.10189, 7.79211, 9.48710], [-4.21952, 18.80239, 12.40187], [-12.56363, 8.40780, 10.95599], [-13.72875, 24.97745, 17.09018], [-12.07947, 15.38714, 7.34159], [-14.72510, 22.01696, 16.85733], [-13.34792, 12.66619, 11.33819], [-6.78527, 12.05702, 4.92110], [-7.73703, 17.24723, 13.61400], [-14.22868, 20.69997, 22.05775], [-3.74030, 20.46570, 12.60999], [-10.19999, 9.46988, 9.31787], [-11.42442, 13.78114, 24.46675], [-10.38637, 10.40127, 15.56489], [-10.38871, 20.04563, 11.95325], [-10.06794, 11.55246, 2.52070], [-14.53192, 14.08484, 23.47737], [-12.11171, 24.18036, 19.37407], [-5.29925, 12.29585, 6.89068], [-6.78605, 17.42957, 15.16232], [-10.74258, 23.61585, 18.57995], [-4.78713, 21.23739, 10.56810], [-15.21695, 24.39970, 16.69338], [-3.15551, 19.72721, 11.18625], [-15.58689, 10.44892, 11.44511], [-17.89402, 10.77067, 16.52000], [-9.17080, 19.26301, 14.65049], [-21.06399, 18.56311, 16.42056], [-12.47079, 10.62633, 16.53846], [-10.27029, 12.28740, 0.90334], [-11.03223, 7.56804, 10.83927], [-14.17427, 15.73346, 23.04724], [-15.68965, 12.11936, 10.91740], [-14.64094, 11.00261, 10.01324], [-11.27992, 13.76663, 3.02096], [-15.79913, 17.52207, 16.07829], [-8.66121, 22.12339, 11.64877], [-11.00518, 23.85930, 21.62586], [-11.20240, 12.61620, 23.05306], [-14.51333, 21.79687, 24.34116], [-9.66423, 23.09804, 20.77353], [-9.38145, 22.60980, 13.13051], [-10.26891, 14.56974, 1.83307], [-8.72717, 12.35387, 1.83169], [-6.95754, 12.13210, 7.26324], [-10.60704, 21.43819, 10.84978], [-12.40908, 9.11415, 15.60882], [-10.95010, 16.54727, 6.90777], [-11.72338, 10.35080, 9.60476], [-13.57488, 15.17071, 24.53562], [-14.13834, 24.11350, 15.50468], [-12.93051, 22.33261, 16.96825], [-11.20489, 11.82273, 14.91657], [-14.03691, 23.26833, 23.53922], [-9.04894, 15.11445, 7.31804], [-13.42899, 10.55039, 15.03624], [-9.93152, 24.82059, 20.48351], [-13.12127, 15.25752, 21.14566], [-10.94013, 16.01682, 8.53836], [-5.71463, 13.44043, 4.83013]], "forces_ev_per_angstrom": [[0.2, -0.2, -0.6], [0.1, 1.1, -0.9], [1.4, -0.6, 1.3], [-0.2, 1.3, -0.3], [0.0, -0.2, 1.5], [-0.3, -0.8, -0.3], [-0.8, -0.1, 0.5], [0.7, -0.1, 0.6], [0.4, -0.1, -0.3], [-0.2, -0.7, -0.5], [-0.7, -0.2, 0.7], [0.8, 0.4, -1.1], [0.9, 0.4, 0.2], [0.3, 0.2, -0.1], [0.3, 1.8, 0.1], [0.3, -0.8, -0.1], [-0.4, -0.6, 0.0], [-1.5, -1.0, -1.1], [-0.7, 1.2, 2.4], [0.5, 0.1, 3.6], [0.0, 0.5, 1.3], [0.1, -0.7, -3.0], [0.6, 0.1, -2.3], [-0.1, -1.1, 3.0], [0.1, 0.1, 0.4], [1.1, -0.1, -2.1], [1.0, 0.2, -0.4], [0.8, 1.7, -0.1], [-1.5, -0.8, -0.9], [-1.0, 2.0, -1.6], [-0.2, 1.3, -1.2], [-0.9, 0.9, -0.2], [-0.7, 1.0, -0.1], [0.0, 0.9, 2.3], [-1.5, -0.8, -0.1], [-0.9, 0.1, 0.2], [-1.2, -0.7, -0.5], [0.4, 0.9, -0.4], [-1.0, -0.3, 0.0], [0.4, 0.0, -1.3], [0.9, 1.4, 0.0], [-0.8, -1.3, 1.0], [0.1, 0.2, 1.7], [-1.2, -1.1, 0.0], [-0.5, -0.2, 0.4], [0.2, 2.4, -1.5], [0.7, 0.0, 0.6], [-1.4, 0.4, 0.2], [1.4, 0.9, 0.3], [0.0, -0.5, -0.4], [0.1, -1.1, -1.3], [-0.1, -1.2, -0.6], [1.3, -1.1, -1.6], [-0.5, -1.4, -0.4], [-0.7, -0.2, 0.5], [1.1, -0.8, 1.0], [1.4, 0.7, 0.8], [0.2, -0.5, -0.2], [-1.6, 0.4, 0.8], [0.4, -0.8, -0.5], [1.4, 1.6, 0.2], [0.0, -0.4, 0.5], [-0.1, -0.2, 0.3], [0.1, 0.5, 0.0], [0.1, -0.2, -0.1], [0.1, -0.3, 0.0], [-0.2, -0.2, -1.0], [0.3, 0.2, -0.2], [0.2, 0.0, 0.3], [-1.1, 0.3, 0.2], [0.0, 0.0, 0.3], [0.4, 0.2, -0.6], [-0.1, -0.1, -0.6], [0.2, 0.4, 0.4], [1.0, -0.5, -0.2], [0.0, -0.6, 0.2], [0.2, -0.2, 0.1], [-0.1, 0.0, 0.2], [-0.4, 0.1, -0.1], [0.1, -0.3, 0.2], [-0.4, -0.1, -0.5], [0.1, -0.1, 0.3], [0.0, 0.3, 0.0], [0.5, -0.5, 0.1], [0.0, -0.1, -0.1], [-0.3, 0.0, -0.3], [-0.3, 0.1, 0.0], [-0.3, 0.0, 0.5], [-0.2, 0.0, 0.3], [0.4, 0.4, 0.4], [0.3, -0.2, -0.5], [0.3, -0.7, 0.0], [-0.4, 0.2, 0.3], [-0.5, -0.5, 0.5], [0.2, -0.8, 0.0], [0.4, -0.1, 0.1], [-0.4, 0.0, -0.2], [0.3, 0.0, 0.1], [-0.2, 0.3, -0.1], [-0.7, -0.3, 0.4], [0.1, -0.2, 0.0], [0.4, 0.3, 0.0], [0.5, -0.1, -0.6], [-0.1, 0.0, -0.2], [-0.3, -0.2, -0.1], [0.1, -0.4, 0.2], [-0.2, -0.4, 0.0], [0.2, 0.0, 0.0], [0.1, 0.3, 0.0], [0.2, 0.8, -0.2], [0.1, -0.4, -0.3], [0.2, 0.1, 0.3], [-0.1, -0.4, 0.4], [-0.3, -0.2, -0.3], [-0.1, 0.6, -0.3], [-0.3, 0.4, 0.3], [0.0, -0.2, 0.0], [-0.6, 0.0, -0.1], [0.4, 0.1, -0.2], [0.0, 0.0, -0.1], [0.2, -0.4, 0.1], [1.0, 0.0, 0.0], [-0.1, -0.3, -0.2], [0.0, 0.0, -0.1], [-0.3, 0.2, 0.1], [0.3, -0.4, 0.2], [0.1, -0.3, -0.1], [-0.2, 0.1, 0.3], [0.0, 0.2, 0.3], [0.2, -0.5, 0.1], [-0.3, 0.4, -0.1]], "lumo_energy_ev": -0.5, "total_energy_ha": -27050.7067, "gap_ha": 0.321, "total_charge": 0, "max_force_ev_per_a": 3.6, "e_above_lowest_ev": 4.022}

---

{"formula": "C30H70Cl8O7", "method": "ωB97M-V/def2-TZVPD", "elements": ["Cl", "Cl", "Cl", "Cl", "Cl", "Cl", "Cl", "Cl", "O", "O", "O", "O", "O", "O", "O", "C", "C", "C", "C", "C", "C", "C", "C", "C", "C", "C", "C", "C", "C", "C", "C", "C", "C", "C", "C", "C", "C", "C", "C", "C", "C", "C", "C", "C", "C", "H", "H", "H", "H", "H", "H", "H", "H", "H", "H", "H", "H", "H", "H", "H", "H", "H", "H", "H", "H", "H", "H", "H", "H", "H", "H", "H", "H", "H", "H", "H", "H", "H", "H", "H", "H", "H", "H", "H", "H", "H", "H", "H", "H", "H", "H", "H", "H", "H", "H", "H", "H", "H", "H", "H", "H", "H", "H", "H", "H", "H", "H", "H", "H", "H", "H", "H", "H", "H", "H"], "coordinates": [[4.06741, 1.04508, -6.15679], [0.63836, 5.06318, 7.68638], [4.03437, -1.72472, -5.18648], [-0.45502, 2.73399, 8.95704], [0.42062, 2.61966, 6.11792], [1.52941, -0.04869, -5.36252], [-1.97681, 4.02624, 6.97580], [3.56085, 0.33271, -3.38402], [-1.14191, 0.90736, -5.48187], [0.69518, -3.62356, -3.35726], [-0.45346, 4.14990, 2.03152], [-0.87482, -4.50432, 0.85588], [0.52087, -0.26426, 1.86426], [4.42222, 1.09854, 0.68610], [-4.17743, 0.64077, 2.35222], [0.82435, -0.08374, 3.20112], [-4.36816, -0.16415, 0.16358], [2.47040, -3.49144, -1.77223], [-1.16074, -3.59466, -0.19558], [1.51602, 5.03030, 3.06503], [0.39978, -5.25543, 2.70544], [0.35494, -4.28011, 1.53039], [-3.72569, -0.41850, 1.50330], [3.29411, -0.13718, -5.07383], [-0.77984, 1.49310, -7.69842], [0.44030, -1.38071, 3.96808], [-1.87615, 3.97916, 1.96132], [0.07629, -4.40675, -4.37531], [3.41826, 3.20110, 0.10917], [0.15976, 0.80101, -0.22411], [-2.56637, -3.76687, -0.70338], [-4.19867, 1.46127, 4.67482], [0.89030, 0.83222, 1.06701], [3.67633, 1.76891, -0.31056], [-2.41266, 3.68798, 0.58900], [-3.53294, 0.54552, 3.66575], [-1.21335, -3.64376, -4.70857], [5.31529, -0.88240, 1.68939], [-0.33936, 3.61852, 7.36466], [1.67771, -4.39727, -2.72222], [0.00304, 4.87658, 3.14582], [-0.98533, 2.03425, -6.35843], [4.71580, -0.23379, 0.39970], [-1.51903, 0.22666, -3.24613], [-1.38049, 1.39626, -4.15506], [0.88799, -1.35000, 4.93439], [-3.44563, 3.50388, 0.67311], [-3.77353, 1.39478, 5.67219], [-0.20298, 2.69837, -6.02939], [-0.58041, -0.37255, -3.23874], [-2.80716, -3.00352, -1.42313], [0.67090, -4.49018, -5.27129], [5.45176, -0.22471, -0.40569], [0.65000, 1.77886, 1.58699], [-4.05188, -1.41991, 1.79317], [-1.09763, -2.53188, 0.05736], [2.95111, -4.14599, -1.02944], [4.74373, -0.48031, 2.51168], [-2.11089, 3.05570, 2.52254], [1.67138, -2.98145, -1.20667], [-1.67501, -4.02965, -5.61651], [-2.19403, 4.53552, -0.01175], [-2.47071, 0.74059, 3.57547], [-4.02299, -0.96886, -0.46624], [-0.23842, -5.30575, -3.88326], [-4.08003, 2.47970, 4.30766], [2.77024, 1.16958, -0.68513], [-0.44006, 5.84638, 3.18049], [2.94051, 3.29664, 1.06791], [-0.43787, -3.70381, -1.00457], [-1.62385, 0.61198, -2.28113], [1.98416, 0.80618, 0.94934], [0.44494, -6.22807, 2.25658], [1.88660, 0.09687, 3.36865], [-2.35710, 1.96487, -4.14655], [1.98508, 5.47602, 3.92569], [-2.33228, -0.34850, -3.56584], [3.76472, -0.73981, 0.03446], [1.31927, -5.01950, 3.26733], [-0.63988, -1.52976, 4.00194], [4.28483, 1.74591, -1.24994], [1.91189, 3.95012, 2.93844], [-3.59608, -0.51224, 3.96214], [0.27144, 0.77850, 3.52247], [-1.60132, 0.72651, -7.89110], [-2.44214, 4.83144, 2.34042], [-1.89502, -3.76041, -3.85978], [-0.84842, 2.35161, -8.39072], [3.20288, -2.82287, -2.20807], [1.14422, -4.45742, 0.77639], [0.15560, 0.98078, -7.84028], [-0.24513, 4.32998, 4.06160], [2.92759, 3.76783, -0.67217], [-3.25238, -3.69541, 0.13206], [4.38636, 3.77226, 0.29274], [0.80707, -2.29216, 3.48531], [0.46304, -3.26578, 1.82426], [-2.73085, -4.73823, -1.23075], [-0.51934, 2.06146, -3.96043], [5.31915, -1.96645, 1.64039], [2.35293, -4.93502, -3.42254], [-0.93507, 0.69514, -0.14896], [-2.64209, -0.33598, 1.49587], [-5.30300, 1.27153, 4.66032], [0.34148, 1.69256, -0.80381], [-0.49970, -5.02953, 3.32503], [-4.02646, 0.79505, -0.19376], [1.07609, -5.19317, -2.18527], [-5.44448, -0.22369, 0.32098], [-1.92103, 2.63249, -6.39382], [-1.96857, 2.76272, 0.15646], [6.32565, -0.53868, 1.88506], [1.91376, 5.44660, 2.14037], [-1.02498, -2.62511, -4.93448], [0.48824, -0.04999, -0.85398]], "forces_ev_per_angstrom": [[0.0, -0.4, 0.1], [-0.1, -0.1, -0.4], [-0.3, -0.2, -0.7], [0.4, -0.1, -0.7], [-0.2, 0.1, 0.4], [0.7, -0.5, -0.1], [-0.4, 0.3, -0.7], [0.0, 0.4, 0.2], [-0.2, 1.2, 0.2], [0.7, 0.0, -1.1], [-0.6, 0.2, -1.0], [-0.7, 0.6, 0.0], [-0.4, -0.7, -0.9], [-0.9, 0.9, 0.7], [0.5, -0.4, 1.6], [0.0, -1.7, 0.7], [0.6, -0.4, 0.7], [-1.3, -1.3, 1.0], [0.3, 0.2, -0.4], [0.6, -3.0, -1.1], [0.1, 1.9, -0.3], [-0.1, -1.1, -1.1], [-0.4, 1.1, 0.0], [-0.4, 0.6, 0.5], [-1.1, -0.6, -1.8], [-0.2, 0.5, -1.1], [0.1, -1.4, 0.7], [-1.8, 2.2, 0.6], [1.8, 0.7, 0.1], [-0.3, -1.1, -1.3], [-0.1, -1.5, -0.3], [-1.1, 0.1, -1.2], [0.3, 0.7, 0.9], [0.5, -0.7, -1.8], [2.0, -0.9, -0.2], [-0.8, -0.9, -0.6], [0.0, -1.3, -0.1], [-0.4, 0.8, -1.1], [0.4, -0.4, 1.3], [0.2, -0.5, 0.6], [0.8, -0.3, 0.2], [-1.3, -0.6, 0.8], [-0.2, -0.9, 0.2], [2.5, 0.1, -0.6], [-0.3, 0.4, -1.2], [0.0, 0.0, 1.0], [-1.4, 0.0, 0.0], [0.0, -0.2, 0.0], [0.6, 0.2, 0.3], [-0.7, 0.2, -0.1], [0.0, 0.5, -0.3], [0.6, -0.5, -0.1], [0.0, -0.4, -0.3], [0.0, -0.2, 0.0], [0.2, 0.0, 0.8], [0.4, 0.0, 0.8], [0.2, 0.3, -0.2], [-0.5, -0.4, 0.4], [-0.1, 0.5, 0.5], [0.6, 0.4, -0.2], [-0.2, -0.4, 0.1], [0.0, 0.6, -1.1], [0.4, 0.3, -0.2], [-0.1, -0.1, -0.7], [0.2, -1.2, -0.3], [0.1, 0.2, 0.2], [0.9, 0.9, 1.0], [-0.7, 0.9, 0.0], [-0.8, -0.2, 0.2], [0.1, -0.3, -0.2], [-0.6, 0.3, 1.7], [-0.4, 0.1, 0.0], [-0.2, -0.7, 0.4], [0.3, 0.2, -0.2], [1.0, -0.1, 0.0], [0.0, 0.2, 0.3], [-1.2, -1.0, -0.2], [1.0, 0.2, 0.5], [-0.4, -0.4, 0.0], [0.0, 0.3, 0.3], [0.0, 0.4, 0.5], [-0.4, 1.4, 0.7], [-0.1, 0.2, 0.2], [-0.4, 0.6, 0.8], [0.9, 1.1, 0.0], [0.3, 0.2, 0.4], [0.0, 0.3, -0.3], [0.0, -0.7, -0.1], [-0.2, 0.1, -0.3], [0.2, -0.2, 0.4], [0.5, -0.1, 0.0], [-0.1, 0.2, 0.1], [-0.5, 0.0, 0.0], [-0.3, 0.0, 0.1], [-0.8, -1.0, -0.4], [0.3, 0.4, -0.1], [-0.2, 1.1, 0.4], [0.2, 0.5, 0.6], [-0.5, -0.1, 0.6], [-0.2, -0.1, 0.1], [-0.4, 0.4, 0.0], [0.4, 0.1, 0.4], [0.4, -0.5, -0.3], [0.9, 0.0, 0.3], [0.2, 0.4, -0.2], [0.7, -0.7, -0.3], [-0.2, 0.3, -0.4], [1.0, 0.5, 0.0], [0.0, 0.2, -0.4], [0.3, -0.2, 0.4], [-0.1, 0.7, 0.2], [0.3, 0.1, -0.3], [-0.5, 0.7, 0.0], [0.3, 1.1, 0.2], [-0.1, 0.3, 0.3]], "lumo_energy_ev": 0.1, "total_energy_ha": -5393.0427, "gap_ha": 0.350, "smiles": "ClC(Cl)(Cl)Cl.ClC(Cl)(Cl)Cl.CCOCC.CCOCC.CCOCC.CCOCC.CCOCC.CCOCC.CCOCC", "total_charge": 0, "max_force_ev_per_a": 3.3}